No. 1
DFT (ωB97M-V/def2-TZVPD) results for C2H9N4P3 as an isolated structure in a non-equilibrium geometry.

Calculated values
Spin multiplicity ... 3
Max |F| ... 5.28 eV/A
Highest occupied orbital energy (spin up / spin down) ... -5.91 / -8.40 eV
HOMO-LUMO gap (spin up / spin down) ... 6.449 / 5.508 eV
Energy ... -1324.50573 Eh

The geometry in XYZ format:
```
18
Properties=species:S:1:pos:R:3:forces:R:3
C 1.9599 0.2043 0.8608 3.2160 -0.8398 -3.1422
C 1.6625 0.3632 -1.6467 4.7604 1.3366 -0.5184
N -2.4216 1.3611 -0.1845 -4.1299 -1.4879 -1.4021
N -2.3476 -1.1513 0.8822 -1.9774 1.9563 -1.4248
N -0.1298 -0.0987 -0.1065 -0.6707 -1.4002 -0.2411
N 1.2839 -0.1943 -0.4058 -2.9952 -0.5897 2.6483
P -0.8693 1.4826 0.0560 4.9395 1.5143 1.0833
P -3.2967 -0.0106 -0.2247 -0.3878 -0.3926 2.8778
P -1.0603 -1.6301 -0.1016 -0.1246 1.4625 -0.9815
H 1.4907 -0.0384 1.7433 -1.8400 -0.6411 1.4826
H 2.8994 -0.4142 0.8909 -0.4593 0.8149 -0.0492
H 2.2244 1.2441 0.8604 0.1400 0.7227 0.0301
H 0.9888 0.2411 -2.4732 -0.5982 -0.3771 0.0772
H 1.9849 1.5209 -1.6258 -0.7575 -2.3031 0.1009
H 2.6546 -0.2712 -1.8737 -1.8938 1.7069 -0.1000
H -2.2539 -0.4616 1.6389 0.8921 -0.9364 0.2962
H -4.2872 0.3252 0.9001 0.6310 -0.3017 -1.5301
H -0.4827 -2.4720 0.8102 1.2554 -0.2445 0.7929
```
Positions in Å, forces in eV/Å.

Electronic structure analysis, Löwdin charges in units of e: atom 1 (C): -0.100, atom 2 (C): -0.175, atom 3 (N): -0.658, atom 4 (N): -0.555, atom 5 (N): -0.591, atom 6 (N): -0.346, atom 7 (P): 0.636, atom 8 (P): 0.677, atom 9 (P): 0.741, atom 10 (H): 0.042, atom 11 (H): 0.097, atom 12 (H): 0.061, atom 13 (H): 0.057, atom 14 (H): 0.106, atom 15 (H): 0.120, atom 16 (H): -0.004, atom 17 (H): -0.016, atom 18 (H): -0.093

No. 2
DFT (ωB97M-V/def2-TZVPD) results for C8H8N2S6V as an isolated structure in a non-equilibrium geometry.

Calculated values
Spin multiplicity ... 3
Max |F| ... 2.35 eV/A
Highest occupied orbital energy (spin up / spin down) ... -11.08 / -11.06 eV
HOMO-LUMO gap (spin up / spin down) ... 6.578 / 7.224 eV
Relative energy (zero: lowest compared OMol25 entry of this formula, charge and spin) ... 39.1 kJ/mol
Energy ... -3752.14357 Eh
Total charge ... +1

The geometry in XYZ format:
```
25
Properties=species:S:1:pos:R:3:forces:R:3
V 0.7074 -0.9030 -0.0284 1.6983 -1.3027 0.9697
S 2.7419 -1.6617 -0.4139 0.5284 -0.1683 -1.3343
S 3.6235 -1.9372 1.3576 0.1537 -0.0549 1.1309
S 2.5302 -0.6755 2.6240 0.7915 -0.0961 -0.1575
S 0.6084 -1.1625 2.1841 -0.7007 -0.1874 0.1560
C -1.8392 -3.1891 -0.2525 0.1206 -0.2118 0.0269
C -2.1606 -1.7396 -0.2581 -0.9002 -0.1170 -0.0686
N -1.2331 -0.8231 -0.2161 -1.6313 -0.3442 -0.3578
C -1.7284 0.4549 -0.2555 -1.1896 0.3376 -0.0793
C -3.0899 0.5140 -0.3169 0.4825 -0.2259 0.0534
S -3.7558 -1.0722 -0.3368 0.8797 -0.0165 0.0627
C -0.7092 1.4833 -0.2702 -0.2613 1.3170 -0.1153
C -0.8081 2.8413 -0.3232 0.2358 -0.4421 0.0387
S 0.7499 3.5544 -0.3722 0.0827 -0.9348 0.0788
C 1.4769 1.9875 -0.3073 0.1238 0.8314 -0.0146
N 0.5907 1.0212 -0.2642 0.0789 1.3197 -0.3811
C 2.9524 1.8208 -0.2868 0.2774 0.0563 -0.0181
H -0.7434 -3.3052 -0.2321 -0.4057 -0.1441 0.0068
H -2.2410 -3.6890 -1.1364 0.1000 0.0743 0.0053
H -2.2690 -3.6875 0.6181 0.1004 0.0520 0.0235
H -3.7257 1.3780 -0.3508 -0.0508 0.1470 -0.0195
H -1.6858 3.4542 -0.3338 -0.2674 0.0575 -0.0120
H 3.4401 2.7873 -0.4007 -0.0121 0.0080 -0.0058
H 3.2938 1.1632 -1.0924 -0.1318 0.0594 0.1306
H 3.2747 1.3865 0.6647 -0.1028 -0.0142 -0.1194
```
Positions in Å, forces in eV/Å.

Electronic structure analysis, Löwdin charges in units of e: atom 1 (V): 0.298, atom 2 (S): 0.105, atom 3 (S): 0.038, atom 4 (S): 0.017, atom 5 (S): 0.137, atom 6 (C): -0.038, atom 7 (C): -0.578, atom 8 (N): -0.115, atom 9 (C): -0.307, atom 10 (C): -0.276, atom 11 (S): 1.159, atom 12 (C): -0.301, atom 13 (C): -0.282, atom 14 (S): 1.169, atom 15 (C): -0.559, atom 16 (N): -0.081, atom 17 (C): -0.075, atom 18 (H): 0.079, atom 19 (H): 0.100, atom 20 (H): 0.103, atom 21 (H): 0.091, atom 22 (H): 0.089, atom 23 (H): 0.085, atom 24 (H): 0.079, atom 25 (H): 0.064

No. 3
DFT (ωB97M-V/def2-TZVPD) results for C13H5F8I2NRbS2 as an isolated structure in a non-equilibrium geometry.

Calculated values
Max |F| ... 2.02 eV/A
Highest occupied orbital energy ... -4.37 eV
HOMO-LUMO gap ... 5.180 eV
Relative energy (zero: lowest compared OMol25 entry of this formula, charge and spin) ... 0.0 kJ/mol
Energy ... -2768.00611 Eh
Total charge ... -1

The geometry in XYZ format:
```
32
Properties=species:S:1:pos:R:3:forces:R:3
Rb 0.3900 -0.9489 0.8079 0.1136 0.5680 -0.6208
I -2.2947 -3.4239 1.5467 0.5265 0.1478 0.3438
C -0.9899 -4.0032 3.1793 -0.1576 1.0646 0.0103
I 0.9714 -3.0354 3.4810 -1.0377 -0.7771 -0.1264
H -0.8653 -5.0466 2.9588 0.3633 -0.2621 0.4669
H -1.5563 -3.7434 4.0814 0.3360 -0.4653 -0.3636
F 4.3456 -0.9217 -3.0720 -0.6345 -0.8207 -1.5333
C 3.6480 -1.6945 -3.9700 -0.5563 0.2990 0.0912
F 3.7554 -1.0837 -5.2351 0.8566 -1.0221 1.5164
F 4.2425 -2.9288 -3.9908 -0.2585 1.5107 -0.5179
C 2.1603 -1.7549 -3.6762 -1.0799 -0.2193 0.5419
C 1.2127 -1.5423 -4.6763 -0.1982 0.6838 0.7362
C -0.1551 -1.4078 -4.3313 0.6414 -0.4473 0.3830
C -0.5219 -1.5190 -2.9909 0.5148 -0.0238 -0.2178
N 0.3598 -1.7988 -2.0148 -0.1471 -0.2223 -0.6865
C 1.6625 -2.0353 -2.3357 0.8246 0.0163 0.0144
S 2.7330 -2.6985 -1.1335 -0.7128 0.4094 -0.0881
H 1.5023 -1.3523 -5.7087 0.0640 -0.1670 0.2712
H -0.8813 -1.2044 -5.0971 -0.1984 0.0164 -0.1090
H -1.5769 -1.4008 -2.6791 0.6835 0.0754 -0.1778
F -2.5605 4.5524 5.3190 0.1683 -0.1795 -0.0630
C -1.9996 4.1159 4.1723 -0.1636 -0.1036 -0.3838
C -1.8326 2.7480 3.9228 0.0435 -0.3523 0.5158
F -2.1862 1.8288 4.8978 0.3149 1.0385 -0.9823
C -1.3009 2.2959 2.7149 -0.6237 0.0098 0.3309
F -1.2698 0.9308 2.5551 0.2850 0.7147 0.1007
C -0.9259 3.1507 1.6543 -0.5608 0.3267 1.3725
S -0.2206 2.5881 0.2178 0.2094 -0.3201 -0.5682
C -1.2059 4.5187 1.9417 0.1076 0.6460 0.0168
F -0.9671 5.4246 0.9612 -0.0616 -0.2525 0.4581
C -1.6998 5.0305 3.1569 -0.0558 -0.6924 -0.4634
F -1.9732 6.3596 3.3425 0.3933 -1.1996 -0.2683
```
Positions in Å, forces in eV/Å.

Electronic structure analysis, Löwdin charges in units of e: atom 1 (Rb): 0.464, atom 2 (I): 0.718, atom 3 (C): -1.055, atom 4 (I): 0.684, atom 5 (H): -0.058, atom 6 (H): -0.042, atom 7 (F): 0.080, atom 8 (C): -0.508, atom 9 (F): 0.050, atom 10 (F): 0.091, atom 11 (C): -0.145, atom 12 (C): -0.025, atom 13 (C): -0.088, atom 14 (C): -0.166, atom 15 (N): -0.080, atom 16 (C): -0.774, atom 17 (S): 0.439, atom 18 (H): 0.111, atom 19 (H): 0.080, atom 20 (H): 0.107, atom 21 (F): 0.078, atom 22 (C): -0.162, atom 23 (C): -0.121, atom 24 (F): 0.051, atom 25 (C): -0.239, atom 26 (F): -0.038, atom 27 (C): -0.690, atom 28 (S): 0.484, atom 29 (C): -0.228, atom 30 (F): 0.037, atom 31 (C): -0.126, atom 32 (F): 0.071

No. 4
DFT (ωB97M-V/def2-TZVPD) results for one molecule with the formula C4H7NS in a non-equilibrium geometry.

Calculated values
Max |F| ... 3.33 eV/A
Highest occupied orbital energy ... -8.71 eV
HOMO-LUMO gap ... 9.619 eV
Relative energy (zero: lowest compared OMol25 entry of this formula, charge and spin) ... 151.3 kJ/mol
Energy ... -609.50087 Eh

The geometry in XYZ format:
```
13
Properties=species:S:1:pos:R:3:forces:R:3
C 0.5384 -1.1401 -0.3448 -2.6757 -0.3843 -1.9529
N 1.2982 0.0510 -0.4383 -0.7501 1.9052 -0.3150
C 0.3110 1.1701 -0.3290 -0.4145 -0.8000 -1.3316
C -0.9332 0.7050 0.4024 0.8906 -0.4964 2.3077
S -2.2579 -0.0496 -0.4800 0.3059 -0.7906 -0.2001
C -0.8047 -0.7907 0.3998 0.1112 -0.2551 0.0727
H 1.0305 -1.8930 0.2076 0.6366 -1.0663 0.2867
H 0.2800 -1.4657 -1.4258 0.4721 0.0719 1.7588
H 1.8652 0.2629 0.3551 0.6676 -0.8962 0.5597
H 0.8455 1.8398 0.2534 0.4951 2.1510 0.7568
H 0.0025 1.5602 -1.2966 0.3699 0.1716 -0.1321
H -1.1587 1.1593 1.4054 0.0784 -0.2067 -1.2454
H -1.0167 -1.4092 1.2909 -0.1872 0.5959 -0.5654
```
Positions in Å, forces in eV/Å.

Electronic structure analysis, Löwdin charges in units of e: atom 1 (C): -0.237, atom 2 (N): -0.057, atom 3 (C): -0.212, atom 4 (C): -0.616, atom 5 (S): 0.850, atom 6 (C): -0.471, atom 7 (H): 0.092, atom 8 (H): 0.138, atom 9 (H): 0.091, atom 10 (H): 0.086, atom 11 (H): 0.109, atom 12 (H): 0.122, atom 13 (H): 0.105